Record 1
Here is a structure of composition C76H90Ge2NO2S4V at a distorted geometry from the OMol25 dataset. Energies are from ωB97M-V with the def2-TZVPD basis set.

- Orbital gap (spin up / spin down): 6.2 / 5.2 eV
- HOMO (spin up / spin down): -3.989 / -4.171 eV
- DFT total energy: -9846.24016 Ha
- ⟨S²⟩: 3.80
- Strongest force on any atom: 0.0344 Eh/bohr
- LUMO (spin up / spin down): 2.2 / 1.1 eV

Geometry as ORCA input:
```
! wB97M-V def2-TZVPD RIJCOSX def2/J DEFGRID3
* xyz -1 4
V -0.48489 -1.08662 0.28976
C 4.94713 0.99701 -3.57544
C 3.64405 0.97521 -4.37996
C 3.71993 -0.15871 -5.41534
C 3.53868 2.31947 -5.11698
C 2.42494 0.72982 -3.48876
C 2.54067 0.17460 -2.22254
C 1.39437 -0.15387 -1.49928
N 1.36076 -0.85647 -0.31564
C 2.30187 -0.59214 0.65041
C 3.36186 -1.42165 0.95452
C 4.32522 -1.00334 1.86559
C 4.17237 0.26173 2.47401
C 3.10575 1.10631 2.28008
C 2.03567 0.63629 1.42819
O 0.88391 1.11049 1.36488
C 3.09818 2.44585 3.02617
C 1.91965 3.35451 2.66229
C 4.38886 3.21860 2.70933
C 3.02974 2.16230 4.53762
C 5.55217 -1.83966 2.20453
C 5.63888 -3.10154 1.34290
C 6.82810 -1.01480 1.96791
C 5.45988 -2.25978 3.67980
C 0.10879 0.20888 -1.97603
O -0.86219 0.02867 -1.08716
C -0.02272 0.73938 -3.26822
C 1.14548 0.96934 -3.99180
C -1.39550 1.09391 -3.83551
C -1.86561 2.40151 -3.17836
C -2.41910 -0.01397 -3.55212
C -1.34814 1.28863 -5.35436
H 5.78298 1.23514 -4.23766
H 5.15305 0.03005 -3.11423
H 4.90003 1.75602 -2.79192
H 4.59650 -0.03776 -6.06065
H 2.82513 -0.16481 -6.03941
H 3.78540 -1.12554 -4.91315
H 4.45569 2.50742 -5.68277
H 3.39798 3.13314 -4.40316
H 2.70896 2.33458 -5.82264
H 3.50677 -0.07052 -1.79695
H 3.43132 -2.36450 0.43015
H 4.94754 0.57990 3.15961
H 1.94212 3.62589 1.60607
H 1.97983 4.26960 3.25810
H 0.96921 2.86784 2.85960
H 4.44778 3.43336 1.64069
H 5.28260 2.66111 2.99203
H 4.39773 4.16561 3.25437
H 2.13777 1.57613 4.76712
H 2.98553 3.10034 5.09718
H 3.90213 1.60261 4.87912
H 5.67435 -2.84712 0.28221
H 4.78536 -3.75781 1.51947
H 6.54821 -3.65375 1.58820
H 6.84939 -0.64860 0.93967
H 7.71502 -1.63040 2.13430
H 6.88846 -0.15527 2.63545
H 4.57540 -2.88162 3.83238
H 5.37620 -1.39117 4.33495
H 6.34381 -2.83053 3.97555
H 1.05409 1.35623 -4.99732
H -1.97867 2.25757 -2.10278
H -2.83225 2.70784 -3.59192
H -1.13595 3.19536 -3.35160
H -2.69572 -0.04784 -2.50204
H -2.00862 -0.99081 -3.82119
H -3.32558 0.16241 -4.13201
H -0.73598 2.14684 -5.63935
H -2.36050 1.46917 -5.72383
H -0.95447 0.39533 -5.84456
C 0.08107 -8.77971 2.47100
C -0.81827 -8.02795 1.52435
C -2.18318 -7.92180 1.76217
C -3.02413 -7.26651 0.87495
C -4.49290 -7.14663 1.18735
C -2.48378 -6.70204 -0.29095
C -1.11580 -6.80046 -0.54803
C -0.50295 -6.26262 -1.81457
C -0.30302 -7.45384 0.37362
C -3.42905 -6.10826 -1.28470
C -4.06521 -7.01164 -2.13659
C -5.04525 -6.59744 -3.02117
C -5.39677 -5.26004 -3.06077
C -4.74554 -4.32607 -2.25324
C -3.75247 -4.75208 -1.36863
Ge -2.67888 -3.38211 -0.28583
S -0.61540 -3.01896 -0.94153
S -2.71183 -4.34290 1.77796
Ge -2.07250 -2.33891 2.60772
S 0.03455 -1.86264 2.45067
S -2.84889 -1.15117 0.78551
C -3.03343 -2.15284 4.36728
C -4.14813 -1.33143 4.53027
C -4.73881 -1.21414 5.78968
C -4.23290 -1.89611 6.88004
C -3.12939 -2.71787 6.71809
C -2.52831 -2.86177 5.47295
C -1.36942 -3.78896 5.32450
C -0.05798 -3.31182 5.38694
C 0.24204 -1.87111 5.70755
C 0.99202 -4.19435 5.15495
C 0.76467 -5.52726 4.85717
C 1.89885 -6.45674 4.51735
C -0.54301 -5.99916 4.87410
C -1.61451 -5.15794 5.12777
C -3.01160 -5.71716 5.21111
C -4.75540 -0.52080 3.43656
C -4.18351 0.69552 3.05949
C -2.85017 1.13044 3.60773
C -4.85642 1.50385 2.14898
C -6.08273 1.13680 1.61946
C -6.83424 2.05305 0.69012
C -6.62117 -0.09271 1.98535
C -5.97294 -0.93229 2.87973
C -6.56583 -2.26689 3.25201
C -5.24158 -2.92315 -2.32433
C -5.10620 -2.16737 -3.49698
C -4.25612 -2.60123 -4.66515
C -5.75914 -0.94204 -3.59072
C -6.52626 -0.43839 -2.55451
C -7.23380 0.88497 -2.66929
C -6.63876 -1.19302 -1.39424
C -6.02740 -2.43048 -1.26630
C -6.29956 -3.25051 -0.03193
H -0.40501 -8.94171 3.43357
H 1.01371 -8.23848 2.63766
H 0.33671 -9.75750 2.05531
H -2.60510 -8.35939 2.66162
H -4.71539 -7.61609 2.14558
H -5.10432 -7.61883 0.41682
H -4.77817 -6.09325 1.24497
H -1.18862 -5.61144 -2.35059
H -0.21941 -7.08758 -2.47421
H 0.39389 -5.68790 -1.58627
H 0.76264 -7.52357 0.17568
H -3.78055 -8.05638 -2.08383
H -5.54786 -7.31649 -3.65643
H -6.19995 -4.92314 -3.70557
H -5.59991 -0.56438 5.90030
H -4.69563 -1.78736 7.85352
H -2.72402 -3.26508 7.56198
H -0.58894 -1.22264 5.43610
H 1.12683 -1.54032 5.16434
H 0.43037 -1.75448 6.77895
H 2.00835 -3.81387 5.16829
H 2.85846 -5.94288 4.57146
H 1.77485 -6.84185 3.50265
H 1.92484 -7.31035 5.19835
H -0.73458 -7.04763 4.66970
H -2.98049 -6.80620 5.25156
H -3.59343 -5.43334 4.33344
H -3.53327 -5.34078 6.09160
H -2.72064 0.80922 4.64099
H -2.74598 2.21414 3.55773
H -2.03603 0.69424 3.01839
H -4.40926 2.44783 1.85481
H -6.29108 2.98485 0.53592
H -7.81686 2.29375 1.10131
H -6.99047 1.58630 -0.28475
H -7.57882 -0.39516 1.57071
H -7.46779 -2.46579 2.67367
H -6.82309 -2.30283 4.31213
H -5.84726 -3.06981 3.06473
H -3.93251 -3.63417 -4.58602
H -3.36199 -1.97576 -4.72131
H -4.80754 -2.47768 -5.59905
H -5.65817 -0.36535 -4.50516
H -7.16509 1.28046 -3.68233
H -6.78924 1.61114 -1.98478
H -8.28891 0.78453 -2.40845
H -7.24743 -0.82225 -0.57595
H -7.19064 -2.88082 0.46987
H -5.47967 -3.17750 0.68657
H -6.43987 -4.30240 -0.28361
*
```

Löwdin population analysis, charges in e, atoms 1 to 8:
1 V 0.13
2 C -0.07
3 C -0.56
4 C -0.05
5 C -0.06
6 C -0.19
7 C 0.04
8 C -0.22

Record 2
Here is a cluster of 8 separate species, C77H172N3O4P3 in total at a distorted geometry from the OMol25 dataset. Energies are from ωB97M-V with the def2-TZVPD basis set.

- Orbital gap: 7.1 eV
- HOMO: -14.353 eV
- DFT total energy: -4525.03725 Ha
- Strongest force on any atom: 0.0692 Eh/bohr
- LUMO: -7.3 eV

Geometry as ORCA input:
```
! wB97M-V def2-TZVPD RIJCOSX def2/J DEFGRID3
* xyz 4 1
C -4.66812 21.36974 -4.83004
O -3.49199 21.89336 -5.33348
H -4.83246 21.43952 -3.73334
H -5.53386 21.93355 -5.23818
H -4.80405 20.31573 -5.13658
C -6.66270 25.55604 -8.40038
C -6.95290 25.20055 -6.93667
C -5.96685 25.78419 -5.93318
C -5.75514 24.96334 -4.66808
N -4.60261 25.37336 -3.78662
C -4.46330 24.41871 -2.60009
C -3.70602 25.20136 -1.51683
C -3.81097 26.64791 -1.97330
C -4.86477 26.70457 -3.07219
C -3.31033 25.29886 -4.51306
H -5.74235 25.06129 -8.71332
H -6.47655 26.63073 -8.47398
H -7.49744 25.37020 -9.07174
H -7.09637 24.11619 -6.88804
H -7.92561 25.64034 -6.68806
H -6.31917 26.79266 -5.71719
H -5.03219 25.79973 -6.49770
H -5.44636 23.93987 -4.91382
H -6.67783 24.78101 -4.11107
H -3.96877 23.48634 -2.86617
H -5.50825 24.26207 -2.32818
H -2.73102 24.76093 -1.31460
H -4.29630 25.04253 -0.60886
H -2.81273 26.86972 -2.35714
H -3.88177 27.38527 -1.17514
H -4.67959 27.56252 -3.71520
H -5.91009 26.67733 -2.77088
H -3.19136 24.24626 -4.78026
H -2.53280 25.61995 -3.82773
H -3.28030 25.92620 -5.39979
C -14.17126 23.25354 -1.35099
C -13.55399 24.04058 -2.49631
C -12.51226 23.22715 -3.27207
C -11.32761 22.74880 -2.44007
N -10.32347 21.88328 -3.19950
C -9.08623 21.57085 -2.41558
C -7.85974 21.77517 -3.32329
C -8.44345 22.05017 -4.67285
C -9.80504 22.69209 -4.41230
C -10.98532 20.62534 -3.71734
H -14.60073 22.29851 -1.66757
H -15.03513 23.78454 -0.95334
H -13.42680 23.03197 -0.58376
H -13.12286 24.97787 -2.14406
H -14.42007 24.25896 -3.12225
H -12.15666 23.86748 -4.08491
H -13.04379 22.42326 -3.78521
H -11.68248 22.08169 -1.64789
H -10.78632 23.49083 -1.85310
H -9.08717 20.58051 -1.95822
H -9.05029 22.21294 -1.53350
H -7.21604 20.90374 -3.20356
H -7.27511 22.62927 -2.97691
H -8.48822 21.21852 -5.37858
H -7.90829 22.78093 -5.28570
H -10.43357 22.38310 -5.24099
H -9.62702 23.74199 -4.20194
H -11.68920 20.85807 -4.51324
H -11.54571 20.24099 -2.86870
H -10.23229 19.96935 -4.14548
C -6.94732 20.91650 0.49105
C -5.99230 22.00208 -0.03933
C -4.69657 21.55693 -0.72730
C -3.82791 20.55748 0.02615
N -2.49089 20.22974 -0.62461
C -1.95555 18.81918 -0.42841
C -0.87668 18.58228 -1.49507
C -1.35910 19.41849 -2.67260
C -2.49385 20.28922 -2.15978
C -1.46746 21.22607 -0.12706
H -7.88335 21.28297 0.91205
H -6.51076 20.31417 1.29240
H -7.18699 20.21733 -0.31846
H -5.66217 22.61804 0.79830
H -6.63678 22.53901 -0.73619
H -4.03107 22.40757 -0.89720
H -4.91174 21.17954 -1.73152
H -4.33053 19.58737 0.04306
H -3.57468 20.88885 1.03135
H -1.58918 18.53865 0.55948
H -2.82126 18.16920 -0.57819
H 0.14071 18.79372 -1.16988
H -0.82170 17.51306 -1.70664
H -0.55139 20.08626 -2.98122
H -1.64959 18.85075 -3.55468
H -2.42941 21.32200 -2.50437
H -3.47833 19.89984 -2.42921
H -1.95125 22.19924 -0.17013
H -0.54525 21.19308 -0.70476
H -1.14367 21.05098 0.89967
C -11.67456 17.24486 -4.36806
C -11.36046 16.20137 -3.29324
C -10.26638 16.67456 -2.35121
C -9.95753 15.58835 -1.30288
P -8.36604 15.84856 -0.40054
C -8.47124 17.16849 0.75197
C -9.48639 17.01379 1.90479
C -9.41703 18.19929 2.86171
C -8.24533 18.11276 3.85488
C -8.13815 14.32480 0.62938
C -6.99474 14.39065 1.65185
C -6.97711 13.23247 2.66428
C -6.25504 11.97603 2.17753
C -6.94467 16.11562 -1.54549
C -6.54168 17.54364 -1.85355
C -6.01381 17.81860 -3.26288
C -7.07934 17.53032 -4.35089
H -10.68197 17.56029 -4.71631
H -12.10509 18.16534 -3.96841
H -12.25018 16.93095 -5.23339
H -10.99279 15.30878 -3.80524
H -12.22742 15.93816 -2.68493
H -10.54402 17.66583 -1.98118
H -9.32739 16.84720 -2.88631
H -9.91262 14.55790 -1.65438
H -10.69897 15.66740 -0.50345
H -8.69287 18.11731 0.25152
H -7.47829 17.32303 1.18931
H -9.24427 16.07266 2.39785
H -10.44786 16.99659 1.38694
H -10.41506 18.35761 3.27269
H -9.30264 19.14656 2.31869
H -7.28869 17.99659 3.34459
H -8.39914 17.24114 4.49400
H -8.22055 18.97157 4.52246
H -8.03384 13.55691 -0.14411
H -9.12670 14.13192 1.05123
H -7.01368 15.33429 2.20371
H -5.99536 14.39902 1.20979
H -7.94024 12.88354 3.04554
H -6.50692 13.55191 3.59696
H -6.42020 11.22263 2.94973
H -5.16463 12.02278 2.12543
H -6.57841 11.58856 1.21056
H -7.14158 15.40692 -2.35425
H -6.08559 15.66882 -1.03465
H -5.85899 17.89648 -1.07772
H -7.38881 18.23591 -1.74777
H -5.05155 17.32324 -3.43204
H -5.69653 18.84109 -3.49284
H -7.73954 18.40486 -4.28147
H -7.64129 16.60945 -4.22531
H -6.69514 17.67869 -5.36098
C -11.05405 14.95678 -7.04128
C -9.56123 14.88777 -6.73780
C -8.69433 15.74456 -7.64475
C -8.34166 15.10783 -9.00930
P -7.92109 16.31815 -10.31350
C -9.52010 16.99449 -10.92859
C -9.63666 17.77387 -12.26908
C -8.85576 19.08576 -12.27096
C -9.03649 19.86802 -13.57086
C -6.80147 17.64334 -9.69685
C -7.50541 18.75487 -8.87541
C -6.54422 19.94138 -8.76196
C -7.15033 21.10255 -7.97772
C -7.06117 15.37102 -11.65312
C -6.45586 16.23390 -12.81180
C -4.95276 16.25077 -12.62993
C -4.15988 17.21576 -13.55923
H -11.61559 14.71765 -6.13938
H -11.41875 14.36524 -7.87920
H -11.25722 16.00095 -7.29757
H -9.16221 13.87597 -6.86969
H -9.38087 15.11776 -5.68573
H -7.77355 15.87350 -7.06726
H -9.09284 16.75818 -7.74067
H -9.04695 14.36317 -9.37978
H -7.41874 14.55850 -8.80484
H -10.06413 17.40358 -10.07786
H -9.96609 16.02652 -11.18996
H -10.68455 17.98521 -12.48145
H -9.27960 17.14786 -13.08984
H -7.79829 18.88420 -12.08337
H -9.22277 19.65891 -11.41345
H -10.06360 19.93805 -13.93078
H -8.49833 19.37794 -14.38405
H -8.66756 20.88433 -13.44028
H -6.43678 18.04832 -10.64330
H -5.98314 17.28437 -9.07258
H -7.83564 18.40469 -7.89582
H -8.42126 19.06365 -9.38525
H -6.37586 20.33088 -9.76780
H -5.61682 19.62769 -8.28109
H -8.22472 21.19972 -8.15696
H -6.64685 22.05621 -8.11709
H -7.09681 20.81718 -6.92108
H -7.66240 14.57772 -12.10614
H -6.31677 14.75456 -11.14138
H -6.87992 17.23579 -12.74464
H -6.69100 15.79609 -13.77960
H -4.45608 15.27527 -12.68218
H -4.58058 16.45473 -11.61433
H -3.08956 17.30022 -13.38296
H -4.58570 18.21408 -13.44746
H -4.28682 16.80683 -14.56210
C 4.76258 21.16765 -6.89719
C 3.52112 20.55239 -7.53188
C 2.20462 20.89997 -6.84207
C 0.94426 20.63227 -7.63852
P -0.60991 21.10438 -6.86570
C -1.88801 20.92007 -8.17641
C -1.56050 19.92639 -9.33006
C -2.79539 19.32468 -9.99686
C -3.55583 20.38268 -10.82574
C -0.36855 22.80130 -6.35399
C -0.21027 23.84806 -7.44434
C 0.34818 25.13844 -6.81943
C 0.47137 26.32155 -7.78432
C -0.84291 19.88942 -5.51182
C -1.13461 18.44170 -5.90842
C -2.56010 18.11798 -6.36366
C -2.83573 16.63533 -6.38903
H 4.70827 22.22352 -6.64102
H 5.57338 21.06044 -7.62054
H 5.10052 20.57712 -6.04461
H 3.56505 19.47929 -7.73249
H 3.37960 20.97451 -8.53591
H 2.28849 21.97934 -6.67975
H 2.21409 20.44922 -5.84500
H 0.88899 19.59846 -7.98660
H 0.92812 21.23242 -8.55646
H -1.99217 21.89035 -8.67064
H -2.83267 20.82557 -7.63286
H -0.87958 19.14885 -8.97489
H -0.93617 20.51292 -10.00623
H -3.49150 18.98396 -9.22433
H -2.50504 18.42250 -10.53524
H -4.37382 19.74340 -11.18109
H -3.02710 20.73894 -11.70652
H -4.00886 21.16985 -10.22764
H 0.48882 22.78732 -5.66947
H -1.10400 23.12588 -5.61098
H -1.16128 24.00352 -7.95547
H 0.53199 23.44291 -8.13857
H 1.35337 24.90840 -6.46051
H -0.25677 25.41989 -5.95459
H 0.68656 27.23273 -7.22626
H -0.50160 26.60590 -8.20387
H 1.10640 26.11035 -8.64102
H -1.70668 20.23687 -4.94259
H 0.13198 19.93447 -5.02673
H -0.84696 17.80862 -5.06281
H -0.52545 18.03522 -6.72386
H -2.65644 18.57863 -7.35040
H -3.32206 18.61337 -5.75021
H -2.10493 16.08150 -6.97956
H -3.81491 16.41348 -6.81456
H -2.75785 16.36495 -5.33320
O -1.86435 23.05181 -2.80937
C -0.61112 22.73512 -2.37088
O 0.00368 21.83044 -3.00329
O -0.22744 23.32008 -1.34256
H -1.91438 22.61092 -3.68257
*
```

Löwdin population analysis, charges in e, atoms 1 to 8:
1 C -0.37
2 O -0.36
3 H 0.02
4 H 0.03
5 H 0.04
6 C -0.09
7 C -0.27
8 C -0.17

Q: The highest DFT total energy belongs to which entry?
A: C77H172N3O4P3

Q: Among the records above, which one has the highest strongest force on any atom?
A: C77H172N3O4P3

Q: The highest DFT total energy belongs to which entry?
A: C77H172N3O4P3